Entry 1:
62
Properties=species:S:1:pos:R:3 method="wB97M-V/def2-TZVPD" max_force_ha_per_bohr=0.016 energy_ev=-304915.5886 e_homo_ev=-10.52 total_charge=+1 orbital_gap_ev=6.696 e_above_lowest_kcal_mol=5.2 e_lumo_ha=-0.1405
H -5.385 -0.772 -2.254
H 4.536 -0.619 3.079
O -4.253 0.966 -2.171
H -4.214 -3.527 1.137
C 1.302 -2.873 -1.602
C 4.015 -3.827 2.153
F 0.563 5.762 0.581
F 0.880 4.608 -1.224
F -2.645 3.163 0.265
F 0.495 3.999 2.730
H 3.304 2.290 0.166
Se -1.823 -0.407 1.432
H -3.154 -1.628 -2.564
H -4.911 -2.756 -1.005
C -2.760 -1.341 -1.590
As 2.162 0.454 1.486
H 4.495 1.298 1.043
C -4.930 -0.094 -1.522
C -0.320 3.531 0.522
C -4.619 -2.117 -0.164
C 2.920 -1.291 1.816
H -4.285 0.011 1.248
F 1.981 4.127 0.566
C 4.602 -2.728 2.769
C 4.059 -1.465 2.598
C 2.305 1.389 3.177
C -0.430 -3.519 0.788
C -3.905 -0.867 -0.685
As 0.758 -2.148 0.112
H 1.721 -3.869 -1.465
H -5.721 0.283 -0.865
H 0.046 -4.487 0.631
H -4.884 1.497 -2.666
C 2.887 -3.659 1.367
C 3.583 1.278 0.446
H 3.276 1.175 3.618
H -2.270 -2.205 -1.152
H -3.394 1.057 0.139
F -1.098 2.557 2.560
H 2.442 -4.525 0.891
O -3.736 -2.809 0.709
H 1.513 1.078 3.854
F -1.502 4.665 2.270
F -1.914 5.112 -0.341
H 0.430 -2.923 -2.253
H 4.437 -4.814 2.285
C 2.337 -2.390 1.200
O 0.137 2.273 0.220
W -0.135 0.361 0.048
F -1.483 3.374 -1.542
H 5.484 -2.858 3.381
H -5.528 -1.816 0.368
H 3.759 0.685 -0.451
H 2.221 2.455 2.986
C -1.615 3.819 -0.297
C -3.501 0.036 0.490
H -0.607 -3.356 1.849
H -1.386 -3.483 0.274
C 0.793 4.544 0.105
Se -1.329 -0.031 -1.948
H 2.044 -2.222 -2.059
C -0.619 3.696 2.052

Entry 2:
74
Properties=species:S:1:pos:R:3 method="wB97M-V/def2-TZVPD" max_force_ha_per_bohr=0.073 energy_ev=-200879.1173 e_homo_ev="-3.14 / -3.13" total_charge=-2 s_squared=2.01 multiplicity=3 orbital_gap_ev="7.019 / 4.317" e_above_lowest_kcal_mol=0.0 e_lumo_ha="0.1427 / 0.0434"
H -2.693 -1.157 -5.173
H 2.412 -4.305 1.037
H -0.416 -2.573 -1.018
H -0.226 -4.117 -1.691
C 0.302 -3.145 -1.567
C 2.777 0.377 -0.372
O -0.735 1.357 1.546
H 2.017 3.020 1.754
S -3.944 2.342 -0.450
C 3.537 6.955 2.570
F -4.337 -1.864 2.679
H 0.783 -4.824 0.519
H -2.651 0.580 -5.140
O 1.056 -0.359 5.577
H 4.423 1.231 -1.408
H 3.911 -2.978 -2.020
C -5.088 3.347 0.749
C -4.066 -3.024 2.073
C -2.836 -0.268 -4.497
H 3.177 1.709 2.019
H 1.262 2.189 -1.821
H -2.687 2.217 -3.072
C -0.033 -0.171 -3.956
F -5.711 2.543 1.633
H 2.203 -4.063 -1.390
F 3.723 8.267 2.853
O -3.801 3.315 -1.499
N 0.746 -0.840 0.356
F -4.861 -3.960 2.601
C 1.226 2.337 -0.695
N -2.531 2.095 0.159
F 3.070 -1.033 3.342
H 0.438 -1.172 -3.995
As -1.699 -0.077 -2.949
C 3.913 0.309 -1.165
H 3.329 2.395 -0.333
F 3.184 -2.145 5.254
H 5.202 -0.891 -2.290
F -6.092 3.894 -0.008
H -1.285 2.022 -4.087
C 3.621 -2.097 -1.546
C 2.295 2.006 1.466
F -4.441 4.291 1.433
F 2.328 -3.002 3.504
H 0.960 -3.201 1.221
O -4.653 1.135 -0.708
S -2.287 1.333 1.518
H 1.077 3.380 -0.388
C 2.460 -1.877 4.104
S 0.765 -1.285 4.537
O -2.515 -0.171 1.311
F 2.786 6.418 3.553
Ti -0.492 -0.664 1.477
O -1.457 -2.616 1.623
H -0.164 0.188 -4.968
F -4.512 -2.853 0.790
H -3.882 -0.233 -4.171
C 1.466 -3.953 0.565
H 0.520 -2.712 -2.550
C 4.354 -0.915 -1.651
N -2.059 -3.868 3.706
F 2.833 6.981 1.395
H 0.693 0.476 -3.407
O -2.321 -4.915 1.498
C -1.694 1.810 -3.120
C 2.455 1.796 0.023
C 1.648 -3.340 -0.801
H 1.453 1.385 1.849
O 0.506 -0.619 3.223
S -2.296 -3.643 2.203
C 1.945 -0.823 -0.271
C 2.476 -2.074 -0.794
H -1.157 2.271 -2.322
H 0.293 1.858 -0.427

Entry 3:
61
Properties=species:S:1:pos:R:3 method="wB97M-V/def2-TZVPD" max_force_ha_per_bohr=0.010 energy_ev=-191069.0057 e_homo_ev="-10.31 / -10.72" total_charge=+1 s_squared=3.76 multiplicity=4 orbital_gap_ev="7.796 / 8.183" e_above_lowest_kcal_mol=0.0 e_lumo_ha="-0.0924 / -0.0931"
H 4.374 -2.414 0.985
H -4.164 -1.136 -3.555
H -2.922 -2.119 -0.561
S 2.259 0.542 -2.194
N -1.443 -2.315 0.874
C 1.536 4.096 0.741
H -4.107 2.242 -2.376
C 0.229 4.444 0.784
H -2.263 2.436 0.036
H 2.619 -2.374 -2.255
B 3.077 2.097 0.642
H -0.228 3.092 -4.885
N 0.674 -2.787 0.802
C 3.700 -0.322 1.292
H 3.800 -3.281 -1.275
C 0.277 2.466 -4.159
N 3.127 0.554 0.406
H -2.253 2.811 1.770
H -2.893 -0.837 0.677
C 0.332 -2.798 2.144
O -2.185 0.702 -1.913
N 1.624 2.726 0.679
H -3.502 -2.467 1.081
H -1.477 -2.585 5.499
C 3.555 -2.312 -1.706
Co -0.058 0.360 -1.754
N -3.302 -0.851 -3.122
C -0.983 -2.641 4.539
N -0.487 3.272 0.736
H 1.357 2.489 -4.252
N 3.419 -1.351 -0.623
H -2.549 -1.521 -3.011
C -4.420 1.212 -2.506
C -1.932 3.152 0.786
C 0.384 -2.942 4.493
H 2.124 -3.256 3.262
C -1.716 -2.412 3.389
Cl -0.163 3.011 -2.534
H -5.015 1.097 -3.407
H 2.420 4.706 0.751
C 0.385 2.238 0.673
H -0.251 5.403 0.847
H -2.768 -2.173 3.431
Cl -0.259 0.783 -4.418
H 0.916 -3.109 5.418
H -2.360 4.131 0.583
C 3.899 -1.505 0.662
I -5.679 0.733 -0.854
C -3.208 0.317 -2.490
Se -0.325 -2.268 -1.803
H 3.582 2.300 1.714
H 1.601 -2.866 0.415
C -0.394 -2.459 0.057
C -1.025 -2.498 2.189
C -2.777 -1.905 0.496
C 1.069 -3.028 3.296
H 4.353 -2.006 -2.381
S -0.135 0.591 0.606
C 2.942 -0.095 -0.750
H 3.655 2.641 -0.258
H 3.953 -0.012 2.289

Entry 4:
54
Properties=species:S:1:pos:R:3 method="wB97M-V/def2-TZVPD" max_force_ha_per_bohr=0.073 energy_ev=-33678.9230 e_homo_ev="-14.39 / -14.43" total_charge=+2 s_squared=6.04 multiplicity=5 orbital_gap_ev="6.668 / 3.878" e_above_lowest_kcal_mol=39.1 e_lumo_ha="-0.2838 / -0.3879"
N 1.473 -0.584 -2.947
H -0.986 0.241 -5.878
H -2.737 -3.396 2.087
N -1.447 -0.473 -2.687
C -2.364 -3.133 1.105
N -0.730 0.020 -3.764
H -0.002 3.796 4.610
H 2.666 -0.954 -4.593
H 0.406 4.685 -1.477
C -2.620 -0.904 -3.247
C 0.830 -2.333 1.382
H -1.067 2.157 5.454
C 1.351 -1.999 3.752
C 3.013 -2.147 -2.644
H 0.877 3.281 -3.764
H 1.489 -3.891 2.708
H -3.089 -3.537 0.410
H -0.238 2.813 0.399
C 1.257 -2.826 2.631
H -3.444 -1.355 -2.730
C 0.583 2.951 -2.776
C 0.000 2.685 -0.660
H 1.694 -2.380 4.711
H -1.034 0.480 4.784
H 0.897 1.906 1.962
C 2.286 -1.991 -1.451
B 0.677 0.555 -3.617
H 2.408 -2.504 -0.496
C -2.625 -0.668 -4.644
H -0.803 3.836 3.009
C 0.955 -0.665 3.628
C 0.346 3.625 -1.615
N 0.418 1.657 -2.582
H 3.847 -2.824 -2.829
H 0.631 -3.040 0.562
H -0.834 1.355 1.762
H -1.373 -3.548 0.948
C 0.089 1.272 2.394
C 0.547 -0.160 2.390
N -0.070 1.942 3.703
C 0.024 3.380 3.596
C -1.398 -0.078 -4.927
N 1.323 -1.037 -1.597
C 0.550 -0.950 1.185
H -3.405 -0.860 -5.333
H 1.113 0.946 -4.656
C 2.462 -1.246 -3.547
H -2.171 1.723 4.115
Os -0.340 -0.446 -0.625
H 0.977 3.611 3.104
C -1.162 1.539 4.546
H -2.191 -2.057 0.975
H 0.951 0.069 4.440
N -0.011 1.459 -1.267